127
Properties=species:S:1:pos:R:3:forces:R:3 method="wB97M-V/def2-TZVPD" charge=-1 homo_ha="-0.0736 / -0.1634" lumo_ev="2.1 / 2.1" relative_energy_kcal_mol=57.84 spin_multiplicity=2 gap_ev="4.06 / 6.50"
Cd -1.691590 0.989106 0.450808 -0.2282 -0.0481 -0.4990
O -3.670950 1.329171 1.346300 -0.5004 0.1940 0.1785
C -3.702799 2.358180 2.101469 -0.3305 0.1272 -0.0886
C -3.974406 2.231962 3.498950 0.0612 -0.0888 0.1091
C -3.998467 3.314818 4.335832 0.0015 -0.0023 -0.1039
C -3.819106 4.618363 3.841569 0.0151 0.1943 0.0510
C -3.595050 4.789761 2.499482 0.0645 -0.0203 -0.0069
C -3.498935 3.699481 1.617793 -0.0510 -0.1551 0.1341
C -3.119466 3.957205 0.260107 -0.0770 0.0283 -0.2161
N -2.720453 3.065053 -0.571414 0.2533 0.0140 0.2360
C -2.411002 3.434397 -1.928239 0.1121 0.1408 -0.0234
C -1.139596 2.696585 -2.372055 -0.3983 0.3814 -0.2112
N -1.323867 1.317251 -2.076894 0.2401 -0.2290 0.1707
C -1.502845 0.518180 -3.055154 0.1099 0.3631 -0.0549
C -1.933680 -0.847971 -2.979674 -0.1344 -0.4568 0.0736
C -2.135701 -1.519960 -4.195057 0.0240 0.1528 0.0673
C -2.677444 -2.781684 -4.257975 -0.0092 -0.1004 -0.2275
C -3.066815 -3.404513 -3.071396 0.0585 0.1191 0.0460
C -2.854501 -2.786094 -1.862189 -0.1358 -0.1909 0.0399
C -2.231287 -1.518007 -1.757888 0.0409 0.0762 0.3317
O -1.917233 -1.071400 -0.578623 -0.3030 0.0968 -0.4821
H -4.107232 1.228537 3.886114 0.0113 -0.0207 -0.0522
H -4.150552 3.168199 5.399360 -0.0312 -0.0315 -0.0040
H -3.835283 5.468976 4.510546 -0.0424 -0.0024 -0.0019
H -3.442500 5.789114 2.100919 0.0051 0.0073 -0.0119
H -3.169006 5.012007 -0.061758 -0.0190 -0.0285 -0.0025
H -2.305114 4.517077 -2.082124 -0.0017 -0.0288 0.0380
H -3.217595 3.084856 -2.581093 0.0817 -0.0286 -0.0576
H -0.146764 2.879784 -0.618767 0.2268 0.1750 0.0883
H -0.915002 2.914130 -3.424884 0.1019 -0.0060 0.0960
H -1.396790 0.903708 -4.080348 0.0251 0.0049 0.0258
H -1.846214 -1.009926 -5.108353 -0.0536 0.0113 -0.0253
H -2.815000 -3.273783 -5.211662 -0.0022 0.0040 -0.0024
H -3.532255 -4.382729 -3.106963 0.0016 -0.0186 0.0427
H -3.148048 -3.268346 -0.936691 -0.0283 0.0280 0.0191
C -1.786696 -1.899748 3.925298 -0.2790 0.0917 -0.8368
C -1.997410 -1.233360 2.721048 -0.3378 -0.5613 0.6754
N -1.489920 0.001913 2.484351 0.3162 -0.0383 -0.0669
C -0.837318 0.639678 3.461199 0.1707 0.2222 0.2851
C -0.589247 0.044063 4.729596 -0.2609 -0.2166 -0.3179
C -1.050676 -1.295952 4.917495 0.3990 0.2241 0.4947
C 0.043116 0.774324 5.745668 0.1656 0.4978 -0.0548
C 0.409845 2.091158 5.557381 -0.0149 -0.2435 0.3036
C 0.173941 2.723613 4.329713 0.1759 0.2380 -0.2163
C 0.507130 4.079134 4.106112 -0.1096 -0.2531 -0.1787
C 0.258826 4.635905 2.884124 0.2114 0.2794 0.2335
C -0.305837 3.844144 1.879620 -0.1789 -0.6578 -0.1158
N -0.626389 2.573252 2.038732 0.1274 0.7599 -0.2346
C -0.412107 2.007773 3.243567 0.0175 -0.5611 0.5971
H -2.217001 -2.880145 4.084200 -0.0565 -0.0309 -0.0547
H -2.692950 -1.605026 1.978714 0.0777 -0.0679 -0.0565
H -0.851214 -1.794382 5.858185 -0.0206 -0.0019 0.0083
H 0.220931 0.291304 6.699742 -0.0054 -0.0208 0.0047
H 0.871520 2.658074 6.357354 0.0145 0.0040 -0.0070
H 0.946530 4.652794 4.913295 0.0187 0.0282 -0.0003
H 0.491192 5.671680 2.673734 -0.0014 0.0053 0.0059
H -0.530931 4.287302 0.919752 0.0162 0.0323 -0.0606
C 2.736416 -8.197023 2.412485 -0.0238 0.0459 -0.0157
C 2.087868 -6.898451 2.016228 -0.0658 -0.0153 -0.0101
C 2.765735 -5.944986 1.275059 -0.0666 -0.0081 0.0451
C 2.170907 -4.749101 0.880954 -0.0090 0.3159 -0.0866
C 3.014142 -3.806697 0.061665 0.0038 -0.0347 0.0207
C 0.837249 -4.480965 1.234188 -0.2028 -0.2114 0.0327
Te -0.297576 -2.725495 0.545313 0.9725 -1.0961 0.0152
N 1.142731 -1.612364 1.270176 0.0099 0.4293 0.2265
C 1.165508 -0.314059 1.030817 -0.0353 -0.2466 -0.5475
O 0.509639 0.308751 0.141346 0.4077 0.0171 0.1659
C 2.157269 0.450625 1.859353 0.0091 0.1608 0.0903
C 2.550503 1.722067 1.451697 -0.1013 -0.0480 -0.0749
C 3.395165 2.482927 2.242101 0.0414 0.0511 0.0223
C 3.849543 1.981094 3.453135 0.0291 0.0122 -0.0119
C 3.478921 0.705054 3.854077 0.0295 0.0176 0.0637
C 2.642439 -0.061112 3.059710 -0.0682 -0.0412 -0.0322
C 0.403972 -3.160846 -1.435573 -0.1128 0.1361 -0.1776
C 1.042980 -2.139044 -2.127043 0.0168 0.1268 0.1757
C 1.531413 -2.351916 -3.404906 0.0501 0.0399 -0.0449
C 1.383022 -3.596826 -3.994622 0.0186 -0.0799 -0.0267
C 0.724185 -4.607415 -3.314578 0.0221 0.0236 0.0087
C 0.205490 -4.407072 -2.037529 -0.0392 0.1118 0.0818
C -0.553379 -5.529152 -1.380575 0.1304 0.0578 -0.0783
C 0.146585 -5.446620 1.984854 -0.2027 0.1617 -0.0056
C -1.306275 -5.298289 2.376435 0.1707 -0.0660 -0.0670
C 0.775528 -6.625152 2.369155 0.0944 -0.0065 0.0026
H 3.782418 -8.220317 2.109244 0.0121 -0.0186 0.0140
H 2.225884 -9.038236 1.939523 0.0240 -0.0303 0.0145
H 2.686526 -8.346303 3.492196 0.0167 -0.0139 0.0049
H 3.796647 -6.129216 0.989923 0.0130 0.0215 -0.0083
H 4.045632 -3.820947 0.416753 0.0029 -0.0171 0.0130
H 2.640350 -2.792128 0.132633 0.1205 0.0456 -0.0384
H 3.016246 -4.112851 -0.987353 -0.0071 0.0255 -0.0218
H 2.181272 2.112131 0.512055 -0.0057 0.0083 0.0266
H 3.690172 3.472525 1.915504 -0.0164 0.0095 0.0048
H 4.489309 2.585949 4.084775 0.0086 -0.0144 -0.0011
H 3.832951 0.311921 4.798832 -0.0180 -0.0085 0.0114
H 2.335774 -1.052129 3.365165 -0.0406 -0.0004 0.0220
H 1.148801 -1.168635 -1.652321 -0.0039 0.0115 -0.0197
H 2.019992 -1.548668 -3.942609 0.0019 0.0215 0.0368
H 1.765014 -3.780576 -4.991278 0.0058 0.0127 -0.0023
H 0.595025 -5.577405 -3.782691 -0.0347 0.0081 -0.0172
H -1.202288 -6.017519 -2.109340 -0.0412 0.0359 0.0225
H -1.166553 -5.157805 -0.562584 -0.1444 -0.1189 0.0201
H 0.129127 -6.280648 -0.978134 -0.0053 0.0103 0.0850
H -1.658095 -4.282145 2.227755 -0.1906 -0.0121 0.1407
H -1.446197 -5.566122 3.424279 -0.0204 0.0600 0.0106
H -1.927890 -5.974694 1.783272 -0.0352 0.0554 -0.0260
H 0.221151 -7.349573 2.958536 -0.0297 0.0033 -0.0021
S 3.098667 5.199486 -4.414274 -0.3349 -0.2676 0.0052
C 2.001375 4.470739 -3.245054 0.4519 0.3570 -0.2846
C 2.150217 3.119161 -2.860436 -0.3372 0.2530 0.1513
C 1.303108 2.524101 -1.995152 0.4942 -0.4139 0.0247
N 0.067717 3.198184 -1.571213 -0.3605 -0.2933 -0.4271
C 0.230135 4.652354 -1.620487 0.0208 0.5619 0.2718
C 1.077266 5.228772 -2.513697 -0.0171 -0.4660 0.0456
C 2.275552 4.590684 -5.888143 0.1127 0.0501 0.1095
C 2.767913 3.480608 -6.562445 -0.0680 0.1540 -0.0312
C 2.030723 2.969368 -7.620277 0.0179 -0.0101 -0.0695
N 0.884340 3.492637 -8.042740 -0.0643 -0.0846 -0.0795
C 0.428600 4.563843 -7.395556 -0.0238 0.0335 0.0044
C 1.075790 5.145424 -6.318427 0.0734 -0.0565 -0.1143
H 3.010295 2.561062 -3.208108 -0.0201 -0.0908 0.0158
H 1.418047 1.526327 -1.604888 -0.1079 0.0237 0.0882
H -0.407039 5.221632 -0.964699 -0.0574 -0.1117 0.0455
H 1.081371 6.308960 -2.590265 -0.0403 0.0202 0.0069
H 3.697989 3.024165 -6.252298 -0.0067 -0.0407 0.0022
H 2.370406 2.089172 -8.156964 0.0566 0.0106 0.0235
H -0.507177 4.970891 -7.765621 0.0071 0.0389 0.0467
H 0.660670 6.008886 -5.816248 -0.0212 -0.0082 0.0189